No. 1
ORCA calculation (ωB97M-V/def2-TZVPD) on a structure of composition C27H45ORuSi4Te at a distorted geometry.

Structure (XYZ):
```
79
Properties=species:S:1:pos:R:3:forces:R:3
C -1.340 0.123 -2.348 -0.69 0.02 0.38
C -0.272 -0.587 -2.941 0.03 -0.94 0.42
C -0.299 -1.936 -2.467 -0.95 0.04 -0.93
H 0.440 -0.196 -3.664 -0.09 -0.02 0.32
C -1.480 -2.089 -1.634 -0.06 -0.02 -1.13
C -2.046 -0.762 -1.463 0.33 0.10 -1.05
H -2.951 -0.529 -0.900 0.35 -0.08 -0.28
H -1.619 1.154 -2.553 0.25 -0.31 0.19
H 0.364 -2.746 -2.772 -0.27 0.39 0.06
H -1.946 -3.019 -1.348 0.18 -0.02 0.05
C 0.828 -2.322 1.643 -0.65 -0.80 -0.62
C 0.646 -1.064 2.285 -1.42 0.64 -0.33
C -0.708 -0.659 2.117 0.47 -0.46 0.40
H 1.398 -0.518 2.848 -0.09 -0.02 -0.30
C -1.402 -1.693 1.386 0.36 -0.15 0.62
C -0.449 -2.767 1.149 0.42 -0.27 1.16
H -0.702 -3.762 0.797 0.16 0.27 -0.12
H 1.759 -2.883 1.581 -0.34 0.14 0.13
H -1.160 0.255 2.485 0.14 -0.18 -0.13
H -2.470 -1.764 1.200 0.27 0.05 0.20
Ru -0.190 -1.223 -0.289 0.00 0.34 1.26
O -0.754 -4.990 -1.062 -0.37 -1.32 -1.34
C 0.239 -5.529 -1.949 -1.41 -0.51 0.09
C -1.154 -6.089 -2.050 1.48 1.79 0.44
H 0.557 -4.855 -2.740 0.24 -0.12 0.15
H 0.972 -6.173 -1.459 0.04 0.31 -0.28
H -1.769 -5.742 -2.888 0.17 0.06 0.47
H -2.905 -7.879 -3.025 0.10 -0.32 0.26
C -2.382 -8.268 -2.145 0.77 0.90 0.38
C -1.460 -7.404 -1.495 -0.42 -1.47 0.61
C -0.789 -7.862 -0.340 -0.39 0.18 -0.61
H -0.106 -7.179 0.176 -0.25 -0.36 -0.10
C -1.012 -9.152 0.127 -0.12 0.06 -0.12
H -0.478 -9.479 1.013 -0.13 -0.09 -0.09
C -1.901 -10.010 -0.534 0.08 0.56 -0.22
H -2.061 -11.013 -0.158 0.00 0.06 -0.06
C -2.584 -9.559 -1.671 0.13 -0.06 0.21
H -3.273 -10.220 -2.195 0.13 0.13 0.17
C -2.522 3.163 1.520 -0.07 0.02 0.06
Si -0.781 3.652 2.057 -0.56 -0.34 0.43
C -0.741 5.532 2.276 0.19 -0.04 -0.21
C -0.530 2.921 3.775 0.06 -0.04 0.00
Si 0.805 2.915 0.439 0.37 0.58 0.23
Te 1.563 0.630 -0.433 0.99 1.61 -0.24
Si 0.319 4.260 -1.436 -0.03 -0.02 -0.54
C 0.692 6.091 -1.192 0.06 -0.04 0.09
C 1.338 3.633 -2.889 -0.04 0.10 -0.06
C -1.511 4.110 -1.874 0.03 0.01 -0.05
Si 2.948 3.410 1.281 0.35 0.23 -0.02
C 3.217 5.260 1.517 0.09 -0.07 0.13
C 3.104 2.513 2.926 0.18 0.07 0.09
C 4.356 2.798 0.182 -0.14 0.01 -0.07
H -3.208 3.381 2.355 0.13 -0.08 -0.26
H -2.586 2.090 1.296 -0.03 0.20 0.02
H -2.867 3.723 0.642 0.06 -0.19 0.22
H -1.455 5.788 3.076 0.18 -0.16 -0.22
H 0.247 5.900 2.582 -0.25 -0.05 -0.10
H -1.051 6.069 1.371 0.08 -0.10 0.22
H -0.641 1.829 3.782 0.08 0.23 0.09
H 0.446 3.173 4.205 -0.24 -0.07 -0.06
H -1.306 3.341 4.434 0.18 -0.12 -0.14
H 1.747 6.273 -0.957 -0.22 -0.01 -0.06
H 0.467 6.605 -2.139 0.04 -0.14 0.21
H 0.078 6.550 -0.409 0.17 -0.08 -0.16
H 1.138 2.574 -3.101 0.06 0.23 0.00
H 1.070 4.228 -3.776 0.15 -0.21 0.14
H 2.415 3.753 -2.704 -0.23 -0.06 -0.08
H -1.839 3.064 -1.934 0.01 0.32 0.05
H -2.149 4.632 -1.148 0.14 -0.12 -0.21
H -1.665 4.580 -2.858 -0.02 -0.13 0.23
H 2.480 5.720 2.184 0.15 -0.05 -0.14
H 4.214 5.381 1.972 -0.27 0.06 -0.09
H 3.218 5.805 0.564 0.00 -0.14 0.23
H 2.864 1.446 2.830 0.05 0.17 0.03
H 4.150 2.598 3.256 -0.24 -0.08 0.02
H 2.465 2.945 3.704 0.14 -0.10 -0.12
H 4.386 1.703 0.110 0.08 0.27 0.00
H 4.284 3.211 -0.834 0.07 -0.12 0.21
H 5.300 3.142 0.628 -0.16 -0.08 -0.13
```
Forces are in eV/Å.

Calculated values
<S²>: 6.033
total charge: +1
LUMO energy (spin up / spin down): -3.7 / -5.1 eV
HOMO level (spin up / spin down): -9.74 / -10.89 eV
relative energy (zero: lowest compared OMol25 entry of this formula, charge and spin): 0.0 kJ/mol
2S+1: 5
calculated total energy: -2651.620602 a.u.
orbital gap (spin up / spin down): 6.1 / 5.8 eV



No. 2
ORCA calculation (ωB97M-V/def2-TZVPD) on the ion C8H16N with charge +1 at a distorted geometry.

Structure (XYZ):
```
25
Properties=species:S:1:pos:R:3:forces:R:3
C 0.816 -0.755 0.312 0.98 1.00 -0.47
C 1.848 -1.481 0.720 -1.03 1.02 1.65
C -0.502 0.703 -0.556 0.15 2.35 1.38
C -0.431 -0.053 0.891 0.48 0.35 -2.07
C -1.680 0.591 -1.502 2.10 -1.00 0.50
C -0.223 0.877 2.124 -0.45 -0.95 -0.17
C -1.561 -1.021 1.060 0.00 -1.98 0.18
C 1.865 0.552 -1.747 -2.31 0.40 0.36
N 0.685 -0.050 -1.084 -0.97 -2.60 -0.52
H 2.712 -1.728 0.159 0.44 -0.26 -0.74
H 1.926 -1.687 1.818 -0.33 -0.11 -1.14
H -0.251 1.790 -0.400 0.11 -1.05 -0.23
H -1.877 -0.463 -1.569 -0.34 -0.62 -0.80
H -1.523 1.114 -2.432 0.20 -0.15 -0.39
H -2.506 0.993 -1.050 -2.21 1.21 1.14
H -1.022 0.806 2.893 0.23 0.07 -0.88
H -0.076 1.907 1.833 0.10 0.23 0.02
H 0.656 0.502 2.616 0.58 0.15 0.37
H -2.471 -0.596 0.690 -0.71 -0.01 -0.01
H -1.664 -1.291 2.086 -0.38 0.40 1.10
H -1.417 -2.074 0.698 0.05 1.18 -0.71
H 2.231 1.338 -1.186 0.49 1.83 1.18
H 2.608 -0.127 -1.821 2.29 -2.58 -0.04
H 1.639 0.835 -2.738 -0.62 0.60 -1.02
H 0.218 -0.685 -1.812 1.16 0.53 1.33
```
Forces are in eV/Å.

Calculated values
total charge: +1
LUMO energy: -2.9 eV
HOMO level: -14.55 eV
relative energy (zero: lowest compared OMol25 entry of this formula, charge and spin): 209.0 kJ/mol
calculated total energy: -368.856948 a.u.
structure (SMILES): C=C1[N@H+](C)[C@@H](C)C1(C)C
orbital gap: 11.7 eV